2 unconnected molecules or ions with the total composition C2H7ClNPS at a distorted geometry, computed with ωB97M-V/def2-TZVPD.

CARTESIAN COORDINATES (ANGSTROEM)
C -0.09442 -1.70849 -0.71389
C 0.71285 -0.68345 0.12027
N -0.46615 1.92877 0.91894
P -0.69350 0.37505 0.98352
S -1.96582 -0.79326 1.79175
Cl 1.26095 2.52629 -1.49674
H -0.65994 -2.37282 -0.13890
H -0.63215 -1.19430 -1.40808
H 0.64078 -2.31579 -1.31893
H 1.10375 0.12865 -0.55265
H 1.35542 -1.06385 0.95432
H 0.53988 2.64806 -0.48264
H -1.10164 2.52514 1.34303

Forces on atoms 1 to 2 (eV/Å):
C 4.362 -0.925 0.397
C -2.010 2.031 0.220

Summary:
Strongest force on any atom in eV/A: 4.5
Multiplicity: 1
Orbital gap in hartree: 0.347
Charge: 0
Energy relative to the best compared isomer or geometry (same formula, charge and spin) in kJ/mol: 154.5
E_tot in hartree: -1334.88094
E_LUMO in eV: -0.281

Taken from the Mulliken analysis, the atomic charges in e are: atom 1 (C): -1.261, atom 2 (C): -0.193, atom 3 (N): -0.656, atom 4 (P): 0.563, atom 5 (S): -0.307, atom 6 (Cl): -0.341, atom 7 (H): 0.412, atom 8 (H): 0.432, atom 9 (H): 0.309, atom 10 (H): 0.109, atom 11 (H): 0.347, atom 12 (H): 0.366, atom 13 (H): 0.220